[1]
Entry from OMol25: a molecular structure, C39H45BrN8O3OsSSi at a distorted geometry (wB97M-V/def2-TZVPD).

Last column: Mulliken charge in e.
Geometry (Å):
Os1 1.419 0.020 -1.345  1.12
C1 -1.896 1.944 -3.405  -1.00
C2 -1.719 1.675 -4.762  -0.76
C3 -0.667 0.879 -5.130  -0.36
C4 0.217 0.358 -4.174  0.32
N1 0.075 0.666 -2.855  0.09
C5 -0.998 1.432 -2.513  0.75
N2 1.161 -0.489 -4.698  -0.52
C6 2.089 -1.089 -4.066  0.22
N3 2.423 -0.987 -2.711  -0.14
C7 3.543 -1.792 -2.475  0.11
N4 4.183 -1.959 -1.386  -0.46
C8 3.858 -1.451 -0.152  0.37
C9 4.767 -1.784 0.861  -0.46
C10 4.526 -1.441 2.165  -0.58
C11 3.334 -0.782 2.465  -0.88
C12 2.485 -0.466 1.444  0.14
N5 2.733 -0.739 0.132  -0.02
C13 3.901 -2.466 -3.729  0.15
C14 4.890 -3.390 -4.004  -0.30
C15 4.958 -3.870 -5.307  -0.63
C16 4.063 -3.437 -6.286  -0.67
C17 3.068 -2.510 -5.996  -0.21
C18 3.012 -2.037 -4.700  0.18
H1 -2.712 2.555 -3.047  0.51
H2 -2.397 2.073 -5.505  0.45
H3 -0.476 0.606 -6.157  0.55
H4 -1.119 1.645 -1.465  -0.20
H5 5.645 -2.334 0.556  0.55
H6 5.233 -1.700 2.943  0.45
H7 3.071 -0.510 3.477  0.52
H8 1.554 0.027 1.661  0.18
H9 5.577 -3.722 -3.239  0.55
H10 5.720 -4.591 -5.570  0.43
H11 4.149 -3.831 -7.290  0.43
H12 2.367 -2.173 -6.747  0.56
O1 -0.894 -8.625 -0.971  -0.49
S1 -2.298 -8.862 -0.864  1.10
O2 -2.777 -9.873 0.017  -0.47
O3 -3.135 -8.475 -2.002  -0.44
C19 -2.991 -7.137 -0.014  0.45
N6 -4.115 -7.223 0.609  -0.40
C20 -4.590 -6.056 1.050  -0.46
C21 -3.903 -4.870 0.821  -0.60
C22 -2.699 -4.945 0.139  0.32
N7 -2.238 -6.124 -0.294  -0.34
C23 -1.827 -3.779 -0.170  1.51
C24 -2.293 -2.469 -0.163  -1.01
C25 -1.421 -1.446 -0.480  -0.44
N8 -0.139 -1.665 -0.785  -0.09
C26 0.311 -2.927 -0.799  -0.31
C27 -0.496 -4.005 -0.505  -1.02
H13 -5.529 -6.082 1.587  0.45
H14 -4.306 -3.933 1.177  0.36
H15 -3.324 -2.234 0.059  0.41
H16 -1.758 -0.417 -0.500  0.49
H17 1.352 -3.074 -1.060  0.34
H18 -0.111 -5.014 -0.547  0.63
C28 -3.130 2.312 1.218  -2.00
C29 -2.141 2.230 2.390  2.92
C30 -2.864 2.691 3.678  -1.64
C31 -1.735 0.751 2.543  -1.63
Si1 -0.673 3.395 2.171  -2.89
Br1 0.742 1.894 0.160  -0.10
C32 0.666 3.371 3.496  2.82
C33 0.712 2.042 4.264  -1.72
C34 2.084 3.623 2.948  -1.56
C35 0.291 4.507 4.478  -1.77
C36 -0.889 4.945 1.125  2.67
C37 -1.944 5.792 1.878  -1.70
C38 -1.376 4.684 -0.312  -1.67
C39 0.416 5.750 1.005  -2.03
H19 -3.963 1.634 1.421  0.63
H20 -2.670 2.009 0.275  0.11
H21 -3.553 3.309 1.097  0.51
H22 -3.731 2.044 3.837  0.50
H23 -3.229 3.718 3.606  0.36
H24 -2.232 2.615 4.563  0.38
H25 -2.643 0.143 2.496  0.61
H26 -1.260 0.545 3.498  0.34
H27 -1.067 0.419 1.747  0.15
H28 0.919 1.196 3.606  0.06
H29 -0.206 1.842 4.816  0.32
H30 1.521 2.101 4.997  0.67
H31 2.400 2.838 2.262  0.23
H32 2.776 3.631 3.794  0.57
H33 2.182 4.578 2.440  0.32
H34 -0.711 4.390 4.899  0.38
H35 0.356 5.492 4.017  0.33
H36 1.000 4.486 5.310  0.53
H37 -2.925 5.314 1.899  0.35
H38 -2.052 6.745 1.354  0.54
H39 -1.650 6.015 2.906  0.35
H40 -2.312 4.134 -0.359  0.33
H41 -0.625 4.150 -0.895  0.36
H42 -1.541 5.653 -0.790  0.60
H43 0.772 6.120 1.966  0.41
H44 0.221 6.621 0.376  0.61
H45 1.209 5.171 0.530  0.35

The value obtained for the HOMO-LUMO gap (alpha / beta) is 7.565 / 6.211 eV. As for the spin multiplicity: 5. As for the expectation value of S²: 6.020. The calculation puts the total energy at -150444.6723 eV. As for the charge: +2.



[2]
Entry from OMol25: a single C12H13N3O3S molecule at a distorted geometry (wB97M-V/def2-TZVPD).

Last column: Mulliken charge in e.
Geometry (Å):
C1 3.202 3.523 -0.632  -1.12
C2 1.706 3.797 -0.643  -0.29
O1 0.991 2.839 0.146  -0.35
C3 0.736 1.672 -0.437  0.63
O2 1.026 1.368 -1.567  -0.67
N1 0.069 0.805 0.401  0.17
C4 -0.345 -0.466 -0.005  0.25
S1 -0.064 -1.006 -1.614  -0.06
C5 -0.867 -2.645 -1.453  -0.41
C6 -0.591 -3.546 -2.645  0.43
N2 0.670 -3.482 -3.123  -0.35
O3 -1.428 -4.298 -3.086  -0.61
N3 -0.936 -1.141 0.927  -0.61
C7 -0.947 -0.321 2.036  -0.21
C8 -1.462 -0.561 3.300  -0.72
C9 -1.340 0.445 4.240  -0.44
C10 -0.723 1.655 3.936  -0.65
C11 -0.203 1.911 2.678  -0.44
C12 -0.324 0.910 1.736  1.05
H1 3.409 2.568 -1.109  0.31
H2 3.574 3.498 0.390  0.31
H3 3.717 4.307 -1.179  0.38
H4 1.475 4.759 -0.183  0.33
H5 1.321 3.769 -1.667  0.32
H6 -0.483 -3.105 -0.542  0.35
H7 -1.940 -2.502 -1.345  0.35
H8 0.900 -4.024 -3.939  0.23
H9 1.316 -2.779 -2.810  0.17
H10 -1.939 -1.501 3.526  0.45
H11 -1.732 0.291 5.234  0.38
H12 -0.649 2.415 4.698  0.39
H13 0.272 2.850 2.445  0.42

The value obtained for the HOMO-LUMO gap is 9.027 eV. The calculation puts the total energy at -34104.5073 eV.



[3]
Entry from OMol25: a molecular structure, C5H6O2 (wB97M-V/def2-TZVPD).

Last column: Mulliken charge in e.
Geometry (Å):
C1 0.592 -1.364 0.181  -0.51
O1 -0.588 -1.092 0.949  -0.41
C2 -1.159 0.104 0.459  -0.21
C3 -0.268 1.372 0.419  -0.22
O2 1.053 0.940 0.684  -0.42
C4 0.921 -0.011 -0.396  0.17
C5 -0.468 0.523 -0.792  -0.58
H1 0.409 -2.066 -0.653  0.27
H2 1.345 -1.780 0.853  0.34
H3 -2.222 0.154 0.673  0.38
H4 -0.415 2.452 0.439  0.38
H5 1.748 0.103 -1.092  0.38
H6 -0.891 0.694 -1.772  0.45

The value obtained for the HOMO-LUMO gap is 9.883 eV. The calculation puts the total energy at -9374.0182 eV.



[4]
Entry from OMol25: a molecular structure, C19H42P2SiSr at a distorted geometry (wB97M-V/def2-TZVPD).

Last column: Mulliken charge in e.
Geometry (Å):
P1 -0.833 0.797 -2.417  0.76
P2 2.714 -0.417 -0.524  0.55
C1 1.003 1.123 -2.513  -0.91
C2 2.095 0.074 -2.249  0.74
H1 1.256 2.100 -2.045  1.48
H2 1.095 1.352 -3.575  -1.66
H3 1.881 -0.867 -2.806  0.42
H4 3.010 0.530 -2.703  -1.26
C3 3.574 1.218 -0.181  -1.19
H5 3.891 1.251 0.877  0.29
H6 2.966 2.129 -0.436  0.56
H7 4.457 1.254 -0.826  0.33
C4 4.126 -1.480 -0.949  -1.25
H8 4.960 -0.930 -1.407  0.32
H9 3.758 -2.252 -1.641  0.43
H10 4.473 -1.953 -0.026  0.35
C5 -1.297 2.457 -3.065  -1.03
H11 -2.341 2.613 -2.789  0.38
H12 -1.199 2.541 -4.155  0.31
H13 -0.699 3.248 -2.595  0.30
C6 -1.044 -0.186 -3.957  -1.23
H14 -0.360 -1.039 -3.905  0.34
H15 -0.854 0.399 -4.869  0.31
H16 -2.073 -0.561 -3.987  0.38
Sr1 0.662 1.567 0.135  1.17
C7 4.397 1.135 -4.230  -0.10
C8 4.484 2.287 -3.535  0.00
C9 4.427 3.629 -4.203  -0.99
C10 3.205 3.886 -5.126  -0.93
C11 1.974 3.049 -4.931  0.10
C12 1.751 1.901 -5.607  -0.20
C13 2.815 1.181 -6.379  -1.08
C14 4.224 1.048 -5.726  -0.94
C15 -1.852 0.650 0.112  -1.44
H17 4.619 0.171 -3.745  0.45
H18 4.744 2.309 -2.471  0.24
H19 5.339 3.788 -4.819  0.30
H20 4.446 4.407 -3.423  0.34
H21 2.887 4.915 -4.921  0.46
H22 3.549 3.839 -6.174  0.33
H23 1.218 3.491 -4.276  0.39
H24 0.728 1.510 -5.765  0.42
H25 2.970 1.670 -7.364  0.32
H26 2.447 0.168 -6.619  0.36
H27 4.573 0.040 -6.001  0.43
H28 4.887 1.768 -6.237  0.35
H29 -1.625 -0.354 0.521  0.28
H30 -2.604 0.581 -0.698  0.32
H31 -2.260 1.274 0.931  0.26
C16 -0.246 1.023 4.406  -0.97
Si1 -0.249 -0.716 3.658  0.21
C17 0.378 -1.881 5.000  -1.01
C18 -2.052 -1.278 3.420  -1.05
C19 0.727 -0.583 2.075  -0.86
H32 -0.761 1.003 5.381  0.27
H33 -0.754 1.758 3.764  0.22
H34 0.786 1.365 4.574  0.28
H35 -0.240 -1.719 5.898  0.24
H36 0.289 -2.951 4.756  0.29
H37 1.420 -1.712 5.308  0.30
H38 -2.582 -0.815 2.580  0.31
H39 -2.120 -2.371 3.305  0.30
H40 -2.617 -1.021 4.330  0.31
H41 1.815 -0.703 2.260  0.27
H42 0.457 -1.414 1.386  0.35

The value obtained for the HOMO-LUMO gap is 4.821 eV. The calculation puts the total energy at -47668.9183 eV.



[5]
Entry from OMol25: a single C5H7FOS molecule at a distorted geometry (wB97M-V/def2-TZVPD).

Last column: Mulliken charge in e.
Geometry (Å):
F1 1.228 -0.146 1.534  -0.32
C1 0.457 -0.838 0.546  0.32
C2 1.495 -1.309 -0.468  -0.35
C3 0.808 -0.051 -0.796  -0.07
O1 0.782 1.314 -0.661  -0.43
C4 -0.387 1.510 0.246  -0.37
C5 -0.878 0.012 0.766  -0.49
S1 -2.591 -0.447 0.074  -0.17
H1 2.465 -1.099 -0.037  0.29
H2 1.302 -2.098 -1.263  0.24
H3 -0.048 -0.309 -1.397  0.22
H4 -0.108 1.941 1.194  0.32
H5 -1.169 2.053 -0.283  0.33
H6 -1.192 0.078 1.769  0.36
H7 -2.162 -0.611 -1.224  0.12

The value obtained for the HOMO-LUMO gap is 9.759 eV. The calculation puts the total energy at -20893.5129 eV.



[6]
Entry from OMol25: a single C20H30N2O5S molecule (wB97M-V/def2-TZVPD).

Last column: Mulliken charge in e.
Geometry (Å):
C1 -7.552 -0.698 3.577  -0.87
S1 -5.971 -0.845 2.724  0.03
C2 -5.629 0.926 2.447  0.12
C3 -5.065 1.603 3.689  -1.40
C4 -4.743 1.070 1.195  -0.55
O1 -4.547 2.418 0.841  -0.57
C5 -3.377 0.417 1.424  0.42
O2 -2.479 1.044 1.968  -0.67
N1 -3.258 -0.863 1.022  0.12
C6 -2.047 -1.628 1.217  -1.72
C7 -1.232 -1.782 -0.068  1.49
O3 -2.120 -2.474 -0.951  -0.66
C8 -0.838 -0.432 -0.668  -1.08
C9 0.254 0.265 0.144  -0.84
N2 1.407 -0.611 0.296  0.08
C10 2.517 -0.577 -0.504  0.87
O4 3.303 -1.505 -0.553  -0.66
C11 2.730 0.700 -1.317  -0.77
C12 4.075 0.755 -1.985  0.49
C13 4.388 -0.106 -3.034  -0.43
C14 5.625 -0.044 -3.647  -0.92
C15 6.585 0.873 -3.227  0.56
C16 7.929 0.892 -3.906  -0.46
O5 8.682 2.008 -3.461  -0.51
C17 6.279 1.732 -2.185  -0.80
C18 5.031 1.669 -1.573  -0.47
C19 1.085 -1.857 0.976  -1.08
C20 0.016 -2.624 0.200  -1.20
H1 -7.883 -1.709 3.809  0.36
H2 -7.450 -0.145 4.509  0.26
H3 -8.296 -0.221 2.940  0.27
H4 -6.586 1.383 2.181  0.41
H5 -4.961 2.680 3.539  0.34
H6 -5.743 1.464 4.531  0.39
H7 -4.093 1.193 3.955  0.29
H8 -5.251 0.599 0.352  0.45
H9 -4.117 2.855 1.586  0.40
H10 -4.014 -1.290 0.512  0.34
H11 -1.468 -1.128 1.990  0.51
H12 -2.311 -2.627 1.570  0.47
H13 -1.682 -2.589 -1.802  0.49
H14 -0.462 -0.609 -1.683  0.43
H15 -1.717 0.208 -0.754  0.36
H16 0.541 1.197 -0.332  0.41
H17 -0.129 0.523 1.134  0.41
H18 1.934 0.758 -2.067  0.39
H19 2.604 1.566 -0.666  0.48
H20 3.660 -0.837 -3.362  0.37
H21 5.851 -0.722 -4.464  0.36
H22 8.456 -0.042 -3.677  0.29
H23 7.782 0.932 -4.991  0.30
H24 9.559 1.959 -3.851  0.29
H25 7.015 2.451 -1.854  0.40
H26 4.805 2.348 -0.758  0.34
H27 1.994 -2.444 1.060  0.52
H28 0.738 -1.615 1.984  0.35
H29 -0.266 -3.538 0.729  0.41
H30 0.444 -2.926 -0.763  0.37

The value obtained for the HOMO-LUMO gap is 9.264 eV. The calculation puts the total energy at -45281.1637 eV.



Molar mass in Da, matching the order above: 1004.129 279.321 98.101 448.199 134.175 410.536